DFT (wB97M-V/def2-TZVPD) results for a 2-piece molecular cluster, C28H49F7N5O4P2S overall in a non-equilibrium geometry.

Last column: Löwdin charge in e.
Geometry (Å):
C -2.18 -5.59 0.09  -0.036
C -0.57 -5.82 0.31  -0.284
O -0.07 -7.04 -0.01  -0.009
O 0.39 -4.84 0.86  -0.114
C 0.68 -3.78 -0.12  -0.178
C 1.41 -2.46 0.60  -0.108
C 1.22 -1.19 -0.47  -0.066
C 1.94 0.21 0.13  -0.221
C 3.22 0.35 -0.82  -0.105
F 3.87 -1.03 -0.78  0.024
F 2.73 0.67 -2.21  0.014
C 4.49 1.29 -0.61  -0.063
F 5.58 0.61 -1.46  0.017
F 4.47 2.61 -1.35  0.019
C 5.23 1.35 0.84  -0.120
F 5.32 0.03 1.54  0.055
F 4.84 2.48 1.72  0.035
F 6.69 1.66 0.52  0.031
O 2.37 -0.19 1.46  -0.168
C 2.33 0.74 2.53  -0.403
P 1.25 -0.09 3.93  0.378
S 1.34 0.86 5.63  0.163
C 1.77 2.24 2.35  -0.140
N 1.27 2.65 0.99  -0.436
N 2.30 3.38 0.41  0.054
P 0.00 3.96 1.04  0.847
N -0.39 4.46 -0.48  -0.260
C 0.85 1.40 0.28  -0.138
C -0.61 0.98 0.96  -0.159
C -1.89 1.24 -0.08  -0.156
C -3.27 0.96 0.83  -0.221
N -3.42 1.96 1.98  -0.102
C -3.87 1.29 3.26  -0.206
C -3.37 2.05 4.64  -0.058
C -1.88 2.72 4.86  -0.054
C -1.35 3.44 6.23  -0.086
C -2.39 3.52 7.50  -0.048
C -3.92 2.90 7.28  0.009
C -4.42 2.16 5.91  -0.160
O -5.78 1.60 5.79  -0.084
H -2.45 -5.34 -1.03  0.103
H -2.65 -4.79 0.84  0.095
H -2.71 -6.62 0.34  0.108
H -0.38 -3.37 -0.49  0.132
H 1.28 -4.14 -1.07  0.151
H 2.54 -2.72 0.80  0.135
H 0.79 -2.29 1.60  0.119
H 1.57 -1.46 -1.56  0.132
H 0.06 -1.10 -0.61  0.110
H 3.41 0.81 3.03  0.152
H 1.82 -1.41 4.13  0.013
H -0.13 -0.31 3.48  -0.004
H 2.55 3.07 2.69  0.168
H 0.85 2.39 3.10  0.086
H 2.04 3.43 -0.61  0.133
H 2.37 4.34 0.83  0.117
H -1.19 3.58 1.75  0.026
H 0.54 5.12 1.72  0.061
H -0.11 5.48 -0.54  0.011
H 0.56 1.74 -0.84  0.184
H -0.69 -0.19 1.20  0.121
H -0.83 1.46 2.00  0.063
H -1.84 0.47 -0.98  0.130
H -1.96 2.35 -0.45  0.092
H -4.21 0.96 0.10  0.138
H -3.16 -0.16 1.20  0.120
H -4.23 2.57 1.67  0.129
H -5.05 1.18 3.32  0.134
H -3.46 0.17 3.34  0.129
H -1.14 2.66 3.94  0.018
H -0.24 3.87 6.33  0.090
H -2.09 4.04 8.52  0.096
H -4.67 2.97 8.20  0.106
H -5.66 0.62 5.96  0.127
C 0.81 -3.94 -4.43  -0.095
C 0.16 -3.34 -5.68  -0.264
N -0.59 -2.10 -5.43  -0.191
C -1.43 -1.70 -6.55  -0.252
C -0.74 -1.31 -7.86  -0.090
C 0.15 -1.02 -4.78  -0.255
C 1.41 -0.51 -5.47  -0.079
H 0.07 -4.10 -3.64  0.068
H 1.26 -4.90 -4.67  0.080
H 1.60 -3.30 -4.04  0.058
H -0.53 -4.10 -6.07  0.122
H 0.93 -3.20 -6.44  0.101
H -2.08 -0.87 -6.24  0.111
H -2.12 -2.53 -6.77  0.111
H -0.27 -0.33 -7.79  0.056
H -1.48 -1.26 -8.66  0.075
H 0.02 -2.04 -8.16  0.070
H 0.43 -1.35 -3.77  0.077
H -0.52 -0.17 -4.60  0.113
H 2.05 -1.31 -5.83  0.075
H 2.00 0.08 -4.77  0.057
H 1.17 0.15 -6.31  0.060

* HOMO energy: -10.01 eV
* total charge: +1
* lowest unoccupied orbital energy: -3.30 eV
* energy above the lowest of the compared OMol25 structures with the same formula, charge and spin: 1835.8 kJ/mol
* max |F|: 8.99 eV/Å